i:
Molecular formula: C27H54O27
Method: DFT, ωB97M-V/def2-TZVPD

Output
- charge = +1
- multiplicity = 2
- LUMO energy (spin up / spin down) (eV) = -2.44 / -9.77

Cartesian coordinates (Å):
C -2.4283 -6.2816 2.3674
O -3.2155 -5.2063 1.7610
C -2.5659 -4.0457 1.4448
O -1.3670 -3.8025 1.5609
O -3.4294 -3.1777 0.8242
C -2.9332 -1.8661 0.4607
H -1.9562 -6.0530 3.3228
H -1.6231 -6.5202 1.6725
H -2.8975 -7.2606 2.4649
H -2.7101 -1.3831 1.4120
H -3.6671 -1.2829 -0.0955
H -2.0725 -1.9199 -0.2059
C -1.5181 1.9864 -8.0983
O -1.8241 1.5365 -6.8124
C -0.8936 0.8610 -6.1478
O 0.1996 0.4942 -6.6405
O -1.4422 0.5280 -4.9163
C -0.6555 -0.2705 -4.0506
H -2.4278 2.4847 -8.4333
H -1.1457 1.3482 -8.8996
H -0.7532 2.7597 -8.0263
H -0.0247 0.3351 -3.3998
H -0.0297 -0.9554 -4.6228
H -1.3350 -0.8791 -3.4539
C 5.9316 -4.2107 5.7210
O 5.5167 -2.8467 5.5371
C 4.5394 -2.5594 4.6553
O 3.7923 -3.3361 4.0379
O 4.6564 -1.2534 4.4115
C 4.0296 -0.7169 3.2693
H 6.0232 -4.8954 4.8779
H 5.2538 -4.5505 6.5040
H 6.8840 -4.1315 6.2451
H 4.1932 -1.4080 2.4424
H 4.3190 0.2965 2.9911
H 2.9456 -0.6763 3.3760
C -0.2610 6.9239 0.9978
O -0.4303 6.2087 -0.1930
C 0.1994 5.1210 -0.4123
O 1.0426 4.6716 0.2965
O -0.0494 4.6507 -1.6775
C 0.6545 3.4968 -2.2785
H 0.7952 7.0261 1.2471
H -0.7961 6.3460 1.7513
H -0.8333 7.8505 0.9533
H 0.6581 2.6022 -1.6558
H 1.6695 3.7024 -2.6185
H 0.1668 3.2118 -3.2107
C 4.8894 -4.8237 0.4436
O 3.4496 -4.7378 0.6173
C 2.5753 -5.4003 -0.2933
O 2.8053 -5.9739 -1.3524
O 1.3476 -5.1119 0.0866
C 0.1518 -5.2221 -0.7299
H 5.2992 -5.8154 0.6349
H 5.3843 -4.1524 1.1453
H 5.1083 -4.3542 -0.5154
H -0.4229 -4.2961 -0.7475
H -0.5022 -5.9919 -0.3204
H 0.3735 -5.3994 -1.7823
C 1.6201 -1.9662 0.6583
O 1.3931 -0.7173 1.1476
C 0.7436 0.2355 0.4228
O 0.4779 0.1528 -0.7830
O 0.5257 1.2600 1.2471
C -0.7517 1.9953 1.0585
H 1.7003 -2.0362 -0.4264
H 0.7926 -2.6356 0.8934
H 2.4708 -2.3603 1.2143
H -1.5844 1.2955 0.9879
H -0.5666 2.5645 0.1476
H -0.8761 2.6716 1.9043
C -3.6723 4.4912 1.3189
O -3.4780 4.3528 -0.0651
C -3.6489 3.1234 -0.6284
O -4.0377 2.1407 -0.0531
O -3.0241 3.2129 -1.7422
C -2.6678 2.0247 -2.3665
H -4.4636 3.9005 1.7804
H -3.8277 5.5091 1.6765
H -2.6751 4.3094 1.7195
H -1.8732 2.2408 -3.0806
H -3.5032 1.6448 -2.9547
H -2.1383 1.2400 -1.8262
C 3.6870 -2.8314 -3.0835
O 2.3311 -3.0299 -2.8716
C 1.4931 -3.4993 -3.7942
O 1.7780 -3.7900 -4.9746
O 0.1814 -3.5602 -3.3019
C -0.8755 -4.0950 -4.0962
H 4.0674 -3.7747 -3.4754
H 4.1708 -2.7127 -2.1139
H 3.8304 -1.9836 -3.7533
H -1.7639 -4.3460 -3.5166
H -0.5218 -4.9954 -4.5983
H -1.1410 -3.3473 -4.8435
C -4.7658 7.1972 4.5340
O -3.9205 6.1148 4.9506
C -2.7250 5.9661 4.3812
O -2.1943 6.6527 3.5129
O -2.1832 4.8782 4.9111
C -0.7825 4.6431 4.7199
H -5.7478 7.0564 4.9856
H -4.8480 7.1771 3.4473
H -4.4627 8.2033 4.8236
H -0.1526 5.5241 4.8431
H -0.5766 4.3481 3.6910
H -0.4575 3.8814 5.4286

Atomic partial charges in e from the Löwdin method, atoms 1 to 99: C -0.01; O 0.01; C -0.51; O 0.08; O -0.01; C -0.03; H 0.10; H 0.07; H 0.10; H 0.10; H 0.10; H 0.08; C -0.06; O 0.01; C -0.50; O 0.09; O -0.03; C -0.06; H 0.10; H 0.10; H 0.10; H 0.08; H 0.09; H 0.10; C -0.02; O 0.00; C -0.55; O 0.09; O 0.01; C -0.05; H 0.10; H 0.10; H 0.10; H 0.08; H 0.11; H 0.09; C -0.02; O 0.03; C -0.65; O 0.13; O -0.01; C -0.01; H 0.11; H 0.06; H 0.11; H 0.06; H 0.10; H 0.08; C -0.02; O -0.06; C -0.51; O 0.13; O -0.01; C 0.00; H 0.10; H 0.09; H 0.08; H 0.08; H 0.09; H 0.09; C 0.07; O 0.18; C -0.47; O 0.17; O 0.05; C 0.06; H 0.14; H 0.16; H 0.13; H 0.10; H 0.08; H 0.09; C -0.05; O 0.00; C -0.62; O 0.13; O 0.05; C -0.05; H 0.11; H 0.09; H 0.08; H 0.07; H 0.12; H 0.09; C -0.04; O -0.04; C -0.49; O 0.11; O -0.10; C -0.04; H 0.11; H 0.09; H 0.11; H 0.10; H 0.10; H 0.09; C -0.02; O 0.01; C -0.60

ii:
Molecular formula: C27H54O27
Method: DFT, ωB97M-V/def2-TZVPD

Output
- charge = +1
- multiplicity = 2
- LUMO energy (spin up / spin down) (eV) = -3.45 / -9.94

Cartesian coordinates (Å):
C 0.7998 -2.1238 1.0279
O 0.1989 -1.2705 0.0953
C 0.5879 -0.0290 0.0736
O 1.3079 0.4924 0.8481
O -0.2135 0.6279 -0.8326
C -0.0665 2.0600 -1.1246
H 0.1353 -2.3707 1.8559
H 1.7066 -1.7199 1.4780
H 1.1901 -3.0588 0.6259
H 0.9173 2.5229 -1.0486
H -0.6933 2.6749 -0.4786
H -0.3957 2.1371 -2.1608
C -0.1491 2.0325 3.1582
O -0.7884 2.9707 4.0259
C -0.9906 4.1771 3.5661
O -0.8098 4.6271 2.4252
O -1.5551 4.9095 4.5487
C -2.1209 6.1907 4.1848
H -0.3927 2.1137 2.0989
H -0.3879 0.9918 3.3774
H 0.9195 2.1746 3.3195
H -3.0595 6.0919 3.6396
H -1.3978 6.7462 3.5876
H -2.1515 6.7896 5.0950
C -3.4151 2.2290 -3.7470
O -3.9975 2.3032 -2.4473
C -3.6024 3.1283 -1.4863
O -2.7921 4.0324 -1.6713
O -4.2851 2.9111 -0.3338
C -4.2599 3.8784 0.7301
H -2.3298 2.2836 -3.6626
H -3.7991 3.0194 -4.3919
H -3.6128 1.2732 -4.2324
H -4.7652 3.6229 1.6614
H -4.7721 4.7580 0.3402
H -3.2405 4.0523 1.0747
C -0.7250 -2.1895 5.3473
O 0.4171 -1.8920 4.5483
C 1.2105 -0.9837 5.0300
O 1.2803 -0.6179 6.1761
O 2.0484 -0.6441 3.9715
C 3.0499 0.3408 4.1878
H -1.2254 -3.1128 5.0553
H -1.4892 -1.4511 5.1050
H -0.5816 -2.2405 6.4267
H 3.3420 0.7305 3.2126
H 3.8147 -0.2240 4.7210
H 2.9029 1.2419 4.7831
C 0.5547 -5.2844 2.4081
O 0.2677 -6.2695 3.4100
C 0.8209 -6.3187 4.6278
O 1.4539 -5.3863 5.1303
O 0.7154 -7.5588 5.0988
C 1.4749 -8.0411 6.2762
H 0.8303 -5.9521 1.5918
H 1.3998 -4.6801 2.7378
H -0.2551 -4.6924 1.9816
H 1.2709 -7.5651 7.2353
H 2.5131 -7.8173 6.0308
H 1.3010 -9.1070 6.4237
C -1.3017 -3.3909 -2.4492
O -1.1275 -4.8307 -2.5834
C -0.5569 -5.6118 -1.5836
O -0.0079 -5.2887 -0.5324
O -0.8577 -6.9452 -1.8665
C -0.4164 -8.0128 -1.0775
H -1.7253 -3.1538 -3.4251
H -0.3264 -2.9131 -2.3554
H -1.8723 -3.0489 -1.5858
H 0.6280 -7.7382 -0.9294
H -0.4893 -8.9015 -1.7045
H -0.9576 -8.0321 -0.1316
C -0.3329 7.9184 -7.6916
O -0.0044 6.9505 -6.6533
C -0.8828 6.4693 -5.8562
O -2.1213 6.4690 -5.9763
O -0.2299 5.9516 -4.8284
C -1.0354 5.3992 -3.7318
H -0.3425 8.9294 -7.2844
H -1.3157 7.7065 -8.1129
H 0.4648 7.9196 -8.4344
H -0.3658 4.9511 -2.9977
H -1.8703 4.7551 -4.0077
H -1.4835 6.2050 -3.1505
C 0.7144 0.4359 -4.6459
O -0.3163 1.4151 -4.7729
C -0.4240 2.0653 -6.0263
O 0.4027 1.9101 -7.0148
O -1.5343 2.7594 -6.0397
C -2.0444 3.2760 -7.2469
H 1.7226 0.8013 -4.8410
H 0.4615 -0.3961 -5.3032
H 0.6386 0.0094 -3.6456
H -1.3353 3.7569 -7.9208
H -2.8886 3.9231 -7.0090
H -2.4051 2.4730 -7.8896
C 4.5740 -1.9176 -0.1710
O 4.6504 -1.8415 1.1933
C 4.1120 -2.7769 1.9616
O 3.6852 -3.8934 1.6687
O 4.4082 -2.3568 3.2438
C 4.1142 -3.1123 4.3515
H 4.6903 -2.9475 -0.5086
H 5.4333 -1.3372 -0.5069
H 3.6536 -1.4964 -0.5754
H 3.2259 -2.7720 4.8836
H 5.0175 -3.1361 4.9610
H 3.8626 -4.1340 4.0668

Atomic partial charges in e from the Löwdin method, atoms 1 to 99: C -0.05; O 0.03; C -0.61; O 0.15; O -0.02; C 0.00; H 0.09; H 0.08; H 0.08; H 0.10; H 0.08; H 0.07; C -0.02; O 0.03; C -0.59; O 0.08; O -0.01; C -0.03; H 0.08; H 0.09; H 0.10; H 0.10; H 0.09; H 0.09; C -0.03; O 0.01; C -0.56; O 0.09; O -0.01; C -0.03; H 0.06; H 0.10; H 0.10; H 0.09; H 0.10; H 0.08; C -0.03; O -0.01; C -0.61; O 0.15; O -0.06; C -0.05; H 0.08; H 0.10; H 0.10; H 0.10; H 0.09; H 0.10; C 0.04; O 0.13; C -0.45; O 0.37; O 0.08; C 0.05; H 0.12; H 0.10; H 0.11; H 0.11; H 0.11; H 0.11; C -0.01; O -0.02; C -0.45; O 0.08; O -0.04; C -0.06; H 0.10; H 0.08; H 0.10; H 0.09; H 0.11; H 0.10; C 0.01; O 0.02; C -0.65; O 0.07; O 0.01; C -0.02; H 0.10; H 0.09; H 0.09; H 0.09; H 0.07; H 0.10; C -0.05; O -0.07; C -0.45; O 0.05; O -0.02; C -0.03; H 0.10; H 0.10; H 0.08; H 0.10; H 0.10; H 0.10; C -0.05; O 0.02; C -0.52

We find ii to be the most stable, with the next structure 0.179 eV higher.

i:
Molecular formula: CH3N3O2Si
Method: DFT, ωB97M-V/def2-TZVPD

Output
- charge = 0
- multiplicity = 1
- LUMO energy (eV) = -1.23

Cartesian coordinates (Å):
C 0.4310 -1.8909 0.5806
N 0.6913 -2.9763 0.7212
N -1.3634 0.1434 -0.7855
N 1.2119 0.9006 -0.2956
O 2.3099 0.3721 -0.1989
O 1.0475 2.0494 -0.6350
Si -0.0563 -0.1979 0.2595
H -1.4035 0.9685 -1.4954
H -2.2477 -0.1976 -0.3476
H -0.6207 0.8288 2.1967

Need the Löwdin charges? In units of e they are: C -0.29; N 0.13; N -0.10; N -0.50; O 0.02; O 0.04; Si 0.50; H 0.11; H 0.05; H 0.04

ii:
Molecular formula: CH3N3O2Si
Method: DFT, ωB97M-V/def2-TZVPD

Output
- SMILES string = [H]/N=[SiH]\C#N.O=NO
- charge = 0
- multiplicity = 1
- LUMO energy (eV) = -1.56

Cartesian coordinates (Å):
C -3.0059 1.0551 0.1357
N -4.1377 1.2703 0.1422
N -0.3229 -0.5993 0.4181
N 2.3838 1.0107 0.3228
O 3.3756 1.7555 0.2300
O 2.4800 -0.1991 -0.3086
Si -1.2490 0.6562 -0.1933
H 1.6648 -0.7202 -0.0724
H -0.7531 -1.2916 0.9105
H -0.9478 1.5027 -1.1845

Need the Löwdin charges? In units of e they are: C -0.34; N 0.09; N -0.16; N -0.12; O -0.02; O -0.04; Si 0.70; H 0.05; H -0.09; H -0.08

iii:
Molecular formula: CH3N3O2Si
Method: DFT, ωB97M-V/def2-TZVPD

Output
- SMILES string = N#C[Si@H](N)[N+](=O)[O-]
- charge = 0
- multiplicity = 1
- LUMO energy (eV) = -0.26

Cartesian coordinates (Å):
C 1.9929 0.3977 0.1688
N 3.0081 0.0960 0.5956
N -0.9266 0.6560 1.1880
N -0.3758 -1.0353 -1.1246
O -0.1810 -1.2582 -2.3178
O -0.8536 -1.8511 -0.3386
Si 0.0231 0.6371 -0.2138
H -1.9603 0.7738 1.3530
H -0.6222 -0.0782 1.9342
H -0.1045 1.6623 -1.2447

Need the Löwdin charges? In units of e they are: C -0.27; N 0.05; N -0.11; N -0.46; O 0.00; O -0.02; Si 0.64; H 0.08; H 0.10; H -0.01

We find iii to be the most stable, with the next structure 2.243 eV higher.

i:
Molecular formula: C6H13P
Method: DFT, ωB97M-V/def2-TZVPD

Output
- charge = 0
- multiplicity = 1
- LUMO energy (spin up / spin down) (eV) = -0.70 / 0.24

Cartesian coordinates (Å):
C 3.3555 0.8152 1.7256
C -0.4263 0.6657 -1.6051
C -0.2413 -1.5505 -0.5219
C -2.3336 -0.1321 -0.1177
C -0.1940 0.4198 0.8867
C -0.7781 -0.1436 -0.3487
P 3.3663 -0.2067 0.4326
H 3.1661 1.9304 1.7212
H 3.6574 0.3458 2.7040
H 0.2060 0.2018 -2.3607
H -0.0965 1.6174 -1.2276
H -1.3948 0.8281 -2.1827
H -0.5056 -2.2007 0.3090
H 0.8992 -1.3843 -0.4784
H -0.4886 -2.0942 -1.4922
H -2.4029 -0.3259 0.8918
H -2.7366 0.7980 -0.4559
H -2.6816 -1.1230 -0.5706
H -0.3159 0.0217 1.9062
H -0.0546 1.5170 0.7844

Need the Löwdin charges? In units of e they are: C -0.58; C -0.06; C -0.10; C -0.04; C 0.02; C -0.71; P 0.70; H 0.00; H -0.02; H 0.07; H 0.06; H 0.09; H 0.07; H 0.04; H 0.10; H 0.03; H 0.07; H 0.11; H 0.07; H 0.07

ii:
Molecular formula: C6H13P
Method: DFT, ωB97M-V/def2-TZVPD

Output
- charge = 0
- multiplicity = 1
- LUMO energy (spin up / spin down) (eV) = -0.15 / 0.04

Cartesian coordinates (Å):
C 0.2357 0.7563 -0.0137
C -0.7711 1.4388 -0.7373
C -0.8380 1.2172 0.7575
C 1.9863 -0.6972 1.4810
C -3.3567 -1.0360 -0.1036
C 2.2514 -0.5245 -1.3775
P 0.9362 -0.8998 -0.0385
H -0.5731 2.4571 -0.9640
H -1.4618 0.9334 -1.3354
H -1.6671 0.4943 1.2433
H -0.7469 2.1774 1.4031
H 2.4659 -1.7021 1.6702
H 2.8280 0.0778 1.2027
H 1.5864 -0.3255 2.4403
H -3.4309 -2.0782 0.1625
H -2.5867 -0.4651 -0.4834
H -4.2346 -0.5243 -0.4186
H 1.8481 -0.4902 -2.4495
H 2.5093 0.5512 -1.1425
H 3.0196 -1.3606 -1.2966

Need the Löwdin charges? In units of e they are: C -0.47; C -0.17; C -0.22; C -0.34; C 0.11; C -0.32; P 0.85; H 0.09; H 0.06; H 0.13; H 0.13; H 0.03; H 0.07; H 0.03; H 0.00; H -0.09; H -0.02; H 0.05; H 0.04; H 0.04

We find i to be the most stable, with the next structure 1.151 eV higher.